Entry from OMol25: the molecule C21H23ClN2O4 (ωB97M-V with the def2-TZVPD basis set).

Summary:
HOMO-LUMO gap   8.9773 eV
Relative energy (zero: lowest compared OMol25 entry of this formula, charge and spin)   5.2 kcal/mol
E_HOMO   -8.4 eV
Structure (SMILES)   Cc1cc(NC(=O)c2ccc(Cl)cc2)cc(C)c1OCC(=O)N1CCOCC1

Positions of all 51 atoms, in Å:
1 C 0.1082 -0.1231 2.3599
2 C 0.4020 -0.5242 0.9481
3 C 1.4403 -1.3992 0.6721
4 C 1.7170 -1.8055 -0.6285
5 N 2.7732 -2.6993 -0.8444
6 C 3.6060 -2.8280 -1.9156
7 O 4.3528 -3.7814 -2.0073
8 C 3.5971 -1.7263 -2.9223
9 C 3.6149 -2.0498 -4.2747
10 C 3.6472 -1.0551 -5.2341
11 C 3.6859 0.2710 -4.8324
12 Cl 3.7202 1.5223 -6.0235
13 C 3.7059 0.6088 -3.4872
14 C 3.6614 -0.3912 -2.5347
15 C 0.9214 -1.3415 -1.6681
16 C -0.1114 -0.4499 -1.4254
17 C -0.9369 0.0631 -2.5666
18 C -0.3694 -0.0462 -0.1135
19 O -1.3854 0.8728 0.1252
20 C -2.6866 0.3116 0.2150
21 C -3.0849 -0.0368 1.6525
22 O -3.3093 -1.1867 1.9838
23 N -3.1959 0.9995 2.5079
24 C -2.9442 2.3881 2.1725
25 C -2.5127 3.1374 3.4461
26 O -1.6991 2.3174 4.2450
27 C -2.4176 1.2364 4.8093
28 C -3.5537 0.7599 3.8890
29 H -0.7016 -0.7404 2.7491
30 H 0.9814 -0.2692 2.9906
31 H -0.2001 0.9178 2.4162
32 H 2.0469 -1.7729 1.4846
33 H 2.9388 -3.3770 -0.1095
34 H 3.5973 -3.0890 -4.5658
35 H 3.6481 -1.3028 -6.2839
36 H 3.7556 1.6448 -3.1916
37 H 3.6832 -0.1305 -1.4875
38 H 1.1004 -1.6757 -2.6779
39 H -1.3673 1.0301 -2.3187
40 H -1.7497 -0.6281 -2.7915
41 H -0.3238 0.1634 -3.4591
42 H -2.7574 -0.6089 -0.3724
43 H -3.3850 1.0521 -0.1909
44 H -3.8484 2.8524 1.7557
45 H -2.1438 2.4376 1.4342
46 H -1.9075 4.0065 3.1831
47 H -3.3886 3.4806 4.0153
48 H -1.6806 0.4462 4.9666
49 H -2.8350 1.5322 5.7835
50 H -4.4824 1.2967 4.1132
51 H -3.7271 -0.3101 4.0088

These are the Mulliken partial charges, in e, on atoms 1 to 4: number 1, C, carries -1.6316; number 2, C, carries 1.0073; number 3, C, carries -0.8207; number 4, C, carries -0.1383


Entry from OMol25: the molecule C21H23F3N4 (ωB97M-V with the def2-TZVPD basis set).

Summary:
HOMO-LUMO gap   8.5782 eV
E_HOMO   -8.5 eV
Structure (SMILES)   CCc1ccc([C@@H](CNc2nc(C(F)(F)F)nc3ccccc23)N(C)C)cc1

Positions of all 51 atoms, in Å:
1 C -2.9682 -0.6614 -2.5205
2 C -1.6088 -0.8216 -3.2027
3 C -0.4875 -0.4994 -2.2572
4 C -0.1774 0.8203 -1.9568
5 C 0.8402 1.1243 -1.0705
6 C 1.5691 0.1146 -0.4586
7 C 2.6082 0.4330 0.5924
8 C 1.9296 0.2340 1.9700
9 N 0.6698 0.9368 2.0218
10 C -0.4825 0.3609 1.6443
11 N -0.5110 -0.9636 1.5804
12 C -1.6410 -1.5334 1.1836
13 C -1.6077 -3.0432 1.1021
14 F -2.3602 -3.6159 2.0570
15 F -2.0757 -3.4956 -0.0706
16 F -0.3754 -3.5425 1.2388
17 N -2.7596 -0.9652 0.8441
18 C -2.7910 0.3876 0.9300
19 C -3.9759 1.0589 0.5828
20 C -4.0343 2.4252 0.6513
21 C -2.9207 3.1631 1.0689
22 C -1.7538 2.5301 1.4142
23 C -1.6597 1.1315 1.3505
24 N 3.7703 -0.4306 0.4340
25 C 4.4112 -0.1895 -0.8445
26 C 4.7309 -0.3155 1.5115
27 C 1.2618 -1.2074 -0.7548
28 C 0.2498 -1.5069 -1.6462
29 H -3.0422 -1.3236 -1.6614
30 H -3.7690 -0.9021 -3.2158
31 H -3.1034 0.3617 -2.1744
32 H -1.5600 -0.1543 -4.0673
33 H -1.5051 -1.8484 -3.5566
34 H -0.7374 1.6201 -2.4211
35 H 1.0672 2.1611 -0.8557
36 H 2.8978 1.5037 0.5052
37 H 1.7231 -0.8259 2.1159
38 H 2.5587 0.6147 2.7766
39 H 0.7228 1.9419 1.9570
40 H -4.8183 0.4643 0.2685
41 H -4.9427 2.9440 0.3834
42 H -2.9844 4.2400 1.1184
43 H -0.9099 3.1202 1.7426
44 H 5.2030 -0.9229 -0.9858
45 H 3.6831 -0.3056 -1.6443
46 H 4.8490 0.8196 -0.9123
47 H 5.6049 -0.9127 1.2580
48 H 4.3097 -0.7130 2.4319
49 H 5.0606 0.7223 1.6825
50 H 1.8226 -1.9944 -0.2764
51 H 0.0191 -2.5394 -1.8644

These are the Mulliken partial charges, in e, on atoms 1 to 4: number 1, C, carries -0.8601; number 2, C, carries -1.1823; number 3, C, carries 1.1394; number 4, C, carries -0.6035


Entry from OMol25: a structure of composition C21H23IrN4O3S2 in a non-equilibrium geometry (ωB97M-V with the def2-TZVPD basis set).

Summary:
HOMO-LUMO gap (spin up / spin down)   6.3579 / 6.0574 eV
E_HOMO (spin up / spin down)   -8.0 / -8.2 eV

Positions of all 54 atoms, in Å:
1 Ir 0.0050 -0.1785 0.0484
2 C -4.5017 4.6818 2.7289
3 O -5.2104 3.9156 1.7793
4 C -4.5650 2.9489 1.1016
5 C -5.3642 2.1981 0.2109
6 C -4.8061 1.1976 -0.5316
7 C -3.4310 0.8887 -0.4764
8 C -2.8772 -0.1801 -1.2617
9 C -3.8253 -1.1332 -1.9537
10 O -1.6569 -0.3846 -1.4272
11 C -2.6046 1.6688 0.4046
12 O -1.3350 1.5513 0.5097
13 C -3.2259 2.6530 1.2147
14 H -5.2310 5.3779 3.1420
15 H -3.6864 5.2459 2.2664
16 H -4.1092 4.0530 3.5326
17 H -6.4131 2.4400 0.1396
18 H -5.4421 0.6468 -1.2045
19 H -4.5606 -1.5237 -1.2542
20 H -3.2499 -1.9572 -2.3710
21 H -4.3418 -0.6177 -2.7595
22 H -2.5702 3.1921 1.8788
23 S 1.6780 0.7173 1.5999
24 C 0.4002 0.9035 2.7555
25 C 0.3534 2.0721 3.5062
26 C -0.7258 2.3329 4.3352
27 C -0.8275 3.5822 4.9811
28 N -0.9157 4.6188 5.4629
29 C -1.7451 1.3630 4.4821
30 C -1.6586 0.1596 3.7974
31 C -0.6177 -0.0755 2.9070
32 S -0.6123 -1.5418 1.9632
33 C -2.8684 1.6470 5.2857
34 N -3.7935 1.8909 5.9171
35 H 1.1456 2.7970 3.3995
36 H -2.4351 -0.5816 3.9123
37 C 2.2949 3.7025 -1.9701
38 C 2.8750 2.4136 -2.5724
39 C 2.3833 2.2071 -4.0086
40 C 4.4017 2.4912 -2.5667
41 N 2.5229 1.2204 -1.7881
42 N 1.1344 0.9102 -1.7409
43 H 2.6683 4.5683 -2.5110
44 H 2.5916 3.7926 -0.9257
45 H 1.2066 3.7209 -2.0251
46 H 2.8322 2.9429 -4.6701
47 H 1.3024 2.3115 -4.0815
48 H 2.6725 1.2153 -4.3491
49 H 4.7383 3.3006 -3.2091
50 H 4.8241 1.5593 -2.9301
51 H 4.7764 2.6729 -1.5632
52 H 2.8627 1.3226 -0.8329
53 H 0.8781 0.4611 -2.6186
54 H 0.5548 1.7541 -1.6370

These are the Mulliken partial charges, in e, on atoms 1 to 4: number 1, Ir, carries 1.9651; number 2, C, carries -0.6502; number 3, O, carries -0.4510; number 4, C, carries 0.8468


Entry from OMol25: the molecule C21H23N3O6 in a non-equilibrium geometry (ωB97M-V with the def2-TZVPD basis set).

Summary:
HOMO-LUMO gap   7.2414 eV
Relative energy (zero: lowest compared OMol25 entry of this formula, charge and spin)   517.2 kcal/mol
E_HOMO   -8.6 eV
Structure (SMILES)   COC(=O)c1cc(CNC(=O)c2ccc(N3CCCC3)c([N+](=O)[O-])c2)ccc1OC

Positions of all 53 atoms, in Å:
1 C 7.4196 -2.9435 -1.0108
2 O 6.3761 -2.1343 -1.2295
3 C 6.1662 -1.3664 0.1360
4 O 6.8331 -1.6272 1.2043
5 C 5.1078 -0.2607 -0.1124
6 C 4.1233 -0.3414 -1.0964
7 C 3.1759 0.4953 -1.1026
8 C 2.0453 0.4364 -2.2647
9 N 0.6607 0.2712 -1.4658
10 C -0.1690 1.2570 -1.4656
11 O -0.0491 2.3224 -1.7695
12 C -1.4533 0.9184 -1.1291
13 C -2.4182 1.7352 -0.4680
14 C -3.6965 1.5878 0.2588
15 C -4.0076 0.3552 0.1544
16 N -5.4293 -0.0442 0.5646
17 C -5.9777 -1.3316 0.6346
18 C -7.4729 -0.8531 0.7407
19 C -7.6163 0.4196 0.1126
20 C -6.3556 1.0065 0.4004
21 C -3.0798 -1.0162 -0.0552
22 N -3.0775 -2.2481 0.3523
23 O -3.6342 -2.4984 1.5120
24 O -2.6640 -3.2085 -0.3211
25 C -1.7700 -0.5240 -0.6453
26 C 2.9908 1.7503 -0.1225
27 C 3.8754 1.7515 0.7705
28 C 5.0582 0.5655 0.8570
29 O 6.0130 0.8875 1.9513
30 C 5.9360 1.7964 2.7626
31 H 7.5171 -3.3768 -2.1001
32 H 8.4979 -2.4029 -0.9007
33 H 7.2200 -3.7483 -0.3770
34 H 4.4543 -1.1013 -1.8230
35 H 2.3762 -0.3024 -2.9306
36 H 2.0327 1.4360 -2.7588
37 H 0.5237 -0.6382 -1.1006
38 H -2.0361 2.6548 -0.6034
39 H -4.2806 2.4047 0.2499
40 H -5.7177 -1.7493 1.4884
41 H -5.7851 -1.9447 -0.2009
42 H -8.1714 -1.7591 0.2662
43 H -7.6981 -0.8132 1.8746
44 H -8.5236 0.8197 0.4315
45 H -7.7545 0.2546 -0.7174
46 H -6.0210 1.9933 -0.3458
47 H -6.3378 1.5989 1.1893
48 H -1.2004 -1.3073 -0.9592
49 H 2.2132 2.3135 -0.0855
50 H 3.9854 2.5609 1.5265
51 H 5.9525 2.7766 2.5682
52 H 5.0700 1.5890 3.5452
53 H 6.7733 1.5827 3.6095

These are the Mulliken partial charges, in e, on atoms 1 to 4: number 1, C, carries -0.7402; number 2, O, carries -0.2792; number 3, C, carries 0.2720; number 4, O, carries -0.5220